The following is a quantum chemistry calculation of a molecular structure, C30H22Cl2N9OPdS at a distorted geometry, from the Open Molecules 2025 dataset.

XYZ file:
```
66
Properties=species:S:1:pos:R:3
Pd 1.2790 0.4697 1.3488
Cl -3.0984 3.2800 2.3424
C -2.8452 1.5967 2.4673
C -3.8613 0.7637 2.8762
C -3.6509 -0.6103 2.9838
Cl -4.9605 -1.5932 3.4796
C -2.3892 -1.1985 2.6827
C -2.1396 -2.5823 2.7375
C -0.8510 -3.0498 2.4649
C 0.1398 -2.1598 2.1291
N -0.0886 -0.8284 2.0083
C -1.3242 -0.3400 2.3069
C -1.5065 1.0990 2.2209
O -0.5475 1.8778 1.9890
H -4.8284 1.1815 3.1105
H -2.9265 -3.2620 3.0129
H -0.6262 -4.1032 2.5347
H 1.1588 -2.4996 1.9726
N 3.8904 3.4863 1.7563
C 3.8424 3.7497 0.4083
C 4.4011 4.7601 -0.3608
C 4.1112 4.7520 -1.7125
C 3.2876 3.7749 -2.2740
C 2.7518 2.7507 -1.5201
C 3.0381 2.7297 -0.1571
N 2.6484 1.8753 0.8459
C 3.1420 2.3721 1.9804
C 2.8356 1.7739 3.2376
C 3.2067 2.1316 4.5190
S 2.4793 1.0725 5.6681
C 1.7349 0.2159 4.3694
N 2.0114 0.6879 3.1896
H 4.3441 4.0517 2.4549
H 5.0270 5.5278 0.0694
H 4.5220 5.5205 -2.3498
H 3.0561 3.8284 -3.3265
H 2.1077 2.0089 -1.9632
H 3.8418 2.9292 4.8391
H 1.0990 -0.6319 4.5531
C 1.6789 -2.0332 -0.9812
C 0.8480 -0.8497 -1.3212
N 0.6472 0.1901 -0.5293
C -0.1498 1.0718 -1.2017
C -0.4289 0.5528 -2.4281
N 0.2011 -0.6620 -2.4934
C 0.1400 -1.5686 -3.6198
N -1.2031 -1.8332 -4.0184
N -1.5944 -1.6095 -5.2954
N -2.7756 -1.9960 -5.4679
C -3.2649 -2.5059 -4.2993
C -4.5030 -3.0560 -3.9700
C -4.6743 -3.4685 -2.6690
C -3.6623 -3.3393 -1.7089
C -2.4282 -2.8085 -2.0154
C -2.2382 -2.4023 -3.3282
H 2.2027 -1.8301 -0.0404
H 2.4153 -2.2390 -1.7570
H 1.0572 -2.9208 -0.8582
H -0.4532 2.0072 -0.7637
H -0.9998 0.9316 -3.2506
H 0.6536 -2.4974 -3.3450
H 0.6311 -1.1170 -4.4903
H -5.2801 -3.1421 -4.7113
H -5.6141 -3.9036 -2.3682
H -3.8592 -3.6642 -0.6982
H -1.6582 -2.7152 -1.2652
```

## Properties
- LUMO (eV) = -3.3297
- orbital gap (eV) = 5.75
- charge = +1